Entry from the OMol25 dataset: a molecular structure, C26H34NW (ωB97M-V/def2-TZVPD).

The LUMO energy (spin up / spin down) is -2.992 / -3.561 eV. As for the multiplicity: 3. For the electronic energy, the calculation gives -30822.0128 eV. The charge is +1. Its energy above the lowest of the compared OMol25 structures with the same formula, charge and spin is 0.0 kcal/mol. As for the HOMO energy (spin up / spin down): -10.307 / -10.391 eV.

Positions of all 62 atoms, in Å:
H -0.303 2.040 3.469
H 1.403 2.890 -3.527
C 4.348 -0.281 2.736
H -1.438 2.916 2.425
C -1.283 1.982 2.978
H 0.805 1.579 -4.573
H -3.379 1.564 -0.684
H 0.794 2.901 0.678
C -0.047 -3.124 -2.782
C 3.679 0.942 2.739
C 0.184 2.412 -0.086
H -1.231 -3.272 0.245
C 0.873 1.679 -1.102
H 1.971 1.656 -1.064
C -0.565 -2.286 -3.787
W -0.011 0.258 0.482
C 0.600 -2.578 -1.674
C -0.143 -0.935 3.607
C -0.419 -0.897 -3.693
H 2.100 -1.985 0.794
C 0.311 1.361 -2.467
C 3.771 -1.344 2.039
H -1.441 1.661 -3.719
H -0.816 -0.252 -4.487
H -2.045 1.928 3.770
C -0.846 -0.516 2.357
H -2.122 -1.957 -1.345
H -1.069 -2.725 -4.648
H 5.293 -0.403 3.263
H -2.922 -0.404 -1.606
H -0.862 -1.327 4.342
C 1.241 1.807 -3.593
H 0.023 -3.132 1.489
H 4.064 1.811 3.270
H 1.923 2.029 2.060
C -1.210 -1.382 1.269
C -2.103 0.721 0.842
N 1.932 0.044 1.349
H -0.137 -4.207 -2.864
C 2.572 -1.173 1.359
C 0.655 -1.186 -1.592
C 0.240 -0.362 -2.591
H -1.824 1.516 -2.001
H 1.062 -3.171 -0.885
C -2.708 -1.173 -0.855
H -1.670 -3.358 1.961
C -1.084 1.910 -2.710
H -0.732 2.952 -0.331
H -3.668 -1.609 -0.540
H 2.213 1.304 -3.530
H 4.234 -2.329 2.008
H 1.378 -0.409 -1.032
C -1.973 -0.612 0.319
H -2.612 2.769 0.373
H -1.071 3.006 -2.619
C -1.371 0.793 2.076
C -1.009 -2.860 1.235
H 0.383 -0.093 4.074
H -3.955 1.787 0.968
C -3.050 1.765 0.341
H 0.590 -1.728 3.411
C 2.477 1.087 2.058

Entry from the OMol25 dataset: a gas-phase ion, C5H6N3S (charge +1) (ωB97M-V/def2-TZVPD).

The LUMO energy is -4.335 eV. As for the multiplicity: 1. For the electronic energy, the calculation gives -20580.2384 eV. The charge is +1. Its energy above the lowest of the compared OMol25 structures with the same formula, charge and spin is 2.0 kcal/mol. As for the HOMO energy: -12.207 eV. Its SMILES is C1=[NH+]c2scnc2CN1.

Positions of all 15 atoms, in Å:
H 2.799 -0.039 -0.051
C 1.363 1.344 0.001
N 0.094 1.700 0.022
S -2.571 0.771 -0.018
C -0.887 0.738 0.017
C 1.016 -1.136 0.004
N -1.485 -1.585 0.010
C -2.623 -0.963 -0.008
H 2.104 2.135 -0.008
H 1.254 -1.741 -0.884
N 1.795 0.104 -0.029
H -3.565 -1.471 -0.015
H -0.167 2.679 0.045
C -0.436 -0.819 0.024
H 1.308 -1.716 0.890

Entry from the OMol25 dataset: a single C16H28O3 molecule (ωB97M-V/def2-TZVPD).

The LUMO energy is 0.701 eV. As for the multiplicity: 1. For the electronic energy, the calculation gives -23184.6441 eV. Its energy above the lowest of the compared OMol25 structures with the same formula, charge and spin is 90.3 kcal/mol. As for the HOMO energy: -8.667 eV. Its SMILES is C/C(=C\C(C)C)[C@@H](C)OC(C)(C)COC(=O)C1CC1.

Positions of all 47 atoms, in Å:
O -0.549 3.149 -0.144
H -1.134 0.255 -1.752
C 0.968 -1.392 -1.155
C 2.596 1.079 0.957
H -4.345 1.693 0.580
C -3.239 3.054 -0.776
H -2.043 -4.180 -0.152
H -0.081 0.418 -3.128
H -0.543 1.270 2.257
H -0.121 1.755 -2.099
H 1.040 0.553 2.740
C 0.622 -4.116 1.201
C -0.178 0.642 -2.033
H -1.012 -5.656 -0.216
H 3.094 1.374 1.868
C -2.846 3.354 0.661
C 2.373 -1.910 -1.491
C -1.313 3.737 0.835
H 1.453 2.975 -0.753
H 1.246 3.864 0.614
H 2.415 -3.104 -1.605
H -0.972 -4.567 -1.636
H -2.716 1.034 0.290
C 1.123 1.496 0.880
H 0.830 2.114 3.011
H 2.997 -1.799 -0.642
H -3.552 4.059 1.255
C 0.116 -3.758 -0.218
H -0.949 -1.813 -0.218
H 2.845 -1.326 -2.306
H 1.886 0.414 -1.414
O 0.511 0.379 0.256
O -0.922 4.368 1.777
C 0.552 1.385 2.304
H 1.615 -3.693 1.383
H -4.196 3.532 -1.148
C -3.330 1.929 0.294
C 0.870 2.900 0.156
H -2.463 2.763 -1.609
C -0.031 -2.261 -0.582
H 0.642 -5.217 1.441
H 3.295 1.571 0.177
H 2.793 0.003 0.802
C 0.861 0.085 -1.139
H 0.891 -4.140 -0.869
C -1.052 -4.649 -0.581
H -0.049 -3.620 1.930